[1]
{"formula": "C42H47ClP3Rh", "method": "the ωB97M-V functional and the def2-TZVPD basis", "fmax_ev_per_a": 3.8, "spin_multiplicity": 5, "total_charge": 2, "homo_energy_ha": [-0.487, -0.509], "elements": ["Rh", "Cl", "P", "P", "C", "C", "C", "C", "C", "C", "C", "C", "C", "C", "C", "H", "H", "H", "H", "H", "C", "C", "C", "C", "C", "H", "H", "H", "H", "H", "C", "C", "C", "C", "C", "H", "H", "H", "H", "H", "C", "C", "C", "C", "C", "H", "H", "H", "H", "H", "C", "C", "C", "C", "C", "H", "H", "H", "H", "H", "C", "C", "C", "C", "C", "H", "H", "H", "H", "H", "H", "H", "C", "C", "P", "C", "C", "C", "C", "H", "H", "H", "H", "H", "H", "H", "H", "H", "H", "H", "H", "H", "H", "H"], "coordinates": [[0.0618, 0.0425, -0.5776], [0.3863, -0.0131, -2.9386], [0.0320, 2.3598, -0.7648], [0.0114, -2.2810, -0.6579], [0.1442, 3.3136, 0.7917], [-1.4809, 3.0527, -1.5297], [1.4136, 3.0100, -1.7640], [1.5884, -3.1336, -1.0292], [-0.5329, -3.1347, 0.8649], [-1.1631, -2.8695, -1.9252], [1.2348, 4.1392, 1.0861], [1.2826, 4.8334, 2.2963], [0.2435, 4.7109, 3.2172], [-0.8478, 3.8881, 2.9278], [-0.8964, 3.1911, 1.7249], [2.0426, 4.2439, 0.3689], [2.1334, 5.4728, 2.5149], [0.2824, 5.2521, 4.1582], [-1.6582, 3.7839, 3.6435], [-1.7444, 2.5484, 1.5051], [2.6994, 2.5233, -1.4915], [3.7976, 3.0165, -2.1916], [3.6180, 3.9872, -3.1792], [2.3380, 4.4648, -3.4622], [1.2371, 3.9804, -2.7555], [2.8211, 1.7460, -0.7409], [4.7912, 2.6334, -1.9771], [4.4729, 4.3630, -3.7343], [2.1937, 5.2116, -4.2378], [0.2412, 4.3472, -2.9839], [-1.9119, 4.3531, -1.2270], [-3.0560, 4.8729, -1.8306], [-3.7798, 4.1000, -2.7395], [-3.3553, 2.8057, -3.0435], [-2.2134, 2.2799, -2.4410], [-1.3580, 4.9540, -0.5120], [-3.3829, 5.8801, -1.5869], [-4.6737, 4.5049, -3.2062], [-3.9164, 2.2000, -3.7498], [-1.8742, 1.2766, -2.6795], [-1.7266, -3.8616, 0.9299], [-2.1090, -4.4771, 2.1231], [-1.3028, -4.3742, 3.2556], [-0.1092, -3.6508, 3.1954], [0.2724, -3.0319, 2.0092], [-2.3538, -3.9503, 0.0487], [-3.0377, -5.0396, 2.1632], [-1.6023, -4.8533, 4.1833], [0.5207, -3.5624, 4.0757], [1.1983, -2.4649, 1.9676], [2.5819, -2.4682, -1.7600], [3.7771, -3.1177, -2.0656], [3.9947, -4.4293, -1.6411], [3.0106, -5.0951, -0.9089], [1.8126, -4.4514, -0.6026], [2.4036, -1.4507, -2.0935], [4.5419, -2.5953, -2.6336], [4.9295, -4.9308, -1.8762], [3.1758, -6.1144, -0.5712], [1.0542, -4.9691, -0.0230], [-0.9353, -4.0132, -2.6968], [-1.8831, -4.4219, -3.6354], [-3.0621, -3.6956, -3.8038], [-3.2928, -2.5527, -3.0351], [-2.3445, -2.1362, -2.1046], [-0.0142, -4.5747, -2.5749], [-1.6962, -5.3054, -4.2395], [-3.7956, -4.0136, -4.5395], [-4.2052, -1.9785, -3.1702], [-2.4968, -1.2319, -1.5198], [3.2628, -0.0141, -4.4052], [2.6588, -0.0252, -4.8385], [-2.7432, -1.0451, 3.0320], [-2.0623, -0.2264, 1.9285], [-0.2074, 0.1425, 1.8097], [-0.4536, 0.6654, 3.6016], [-0.1705, -0.3934, 4.6905], [1.6406, 0.3345, 1.6863], [2.5324, -0.0621, 2.8619], [-3.7977, -1.2305, 2.7369], [-2.8020, -0.5161, 4.0023], [-2.2607, -2.0167, 3.1510], [-2.2639, -0.7939, 0.9970], [-2.6512, 0.7005, 1.8265], [0.2791, 1.4771, 3.7836], [-1.4186, 1.1777, 3.8009], [-0.2791, 0.0903, 5.6844], [-0.8409, -1.2625, 4.6792], [0.8464, -0.8045, 4.6458], [1.9715, -0.2519, 0.8042], [1.8592, 1.3976, 1.4790], [2.4311, -1.1285, 3.1293], [3.5917, 0.0991, 2.5699], [2.3518, 0.5824, 3.7438]], "atomic_forces_ev_per_a": [[-0.1, -0.3, -1.9], [-0.1, 0.1, 1.3], [-0.1, 2.4, -0.3], [0.0, -2.4, -0.2], [0.1, -0.1, 0.3], [-0.3, -0.3, 0.0], [0.2, -0.2, -0.1], [0.3, 0.3, 0.1], [-0.2, 0.1, 0.3], [-0.2, 0.3, -0.1], [-0.1, -0.1, 0.1], [-0.1, -0.1, 0.0], [0.0, -0.1, -0.2], [0.1, 0.1, -0.1], [0.3, 0.1, 0.0], [-0.1, 0.0, 0.1], [-0.1, -0.1, 0.0], [0.0, -0.1, -0.1], [0.1, 0.1, -0.1], [0.0, 0.2, 0.0], [-0.1, 0.2, -0.3], [-0.1, -0.1, 0.0], [-0.3, -0.1, 0.1], [0.1, -0.2, 0.2], [0.0, -0.1, 0.1], [0.2, 0.1, 0.0], [-0.1, 0.1, 0.0], [-0.1, -0.1, 0.1], [0.0, -0.1, 0.1], [0.1, 0.0, 0.0], [0.0, -0.1, 0.0], [0.1, -0.2, 0.0], [0.2, -0.2, 0.1], [0.0, 0.0, 0.1], [0.0, 0.3, 0.2], [-0.1, 0.0, -0.1], [0.1, -0.2, 0.0], [0.2, -0.1, 0.1], [0.1, 0.1, 0.1], [-0.2, 0.1, -0.1], [0.2, 0.1, 0.0], [0.2, 0.0, 0.1], [0.0, 0.0, -0.2], [0.0, 0.0, -0.1], [-0.3, 0.0, 0.0], [0.0, 0.0, 0.1], [0.1, 0.1, 0.0], [0.1, 0.1, -0.1], [-0.1, -0.1, -0.1], [0.0, -0.2, 0.0], [0.0, -0.2, 0.2], [-0.1, 0.0, 0.1], [-0.2, 0.2, 0.0], [-0.1, 0.2, -0.1], [0.1, 0.1, 0.0], [0.2, -0.1, 0.0], [-0.1, -0.1, 0.1], [-0.2, 0.1, 0.0], [0.0, 0.2, -0.1], [0.1, 0.0, -0.1], [0.0, 0.1, 0.1], [-0.1, 0.2, 0.1], [0.2, 0.1, 0.2], [0.1, 0.0, 0.0], [0.2, -0.3, -0.2], [-0.1, 0.0, -0.1], [0.0, 0.1, 0.1], [0.1, 0.1, 0.1], [0.1, -0.1, 0.0], [-0.2, 0.0, 0.0], [0.0, 0.0, 0.0], [0.1, 0.0, 0.0], [0.3, 0.1, 0.6], [-3.0, -0.8, -2.3], [-0.7, 0.0, 2.5], [1.4, 0.9, 1.8], [0.0, -0.3, 0.4], [1.5, 0.8, -0.3], [0.3, -0.3, 0.4], [0.6, 0.2, -0.2], [0.2, -0.3, -0.5], [-0.1, 0.2, 0.1], [0.1, 0.3, 0.2], [0.7, 0.1, -0.1], [-0.1, -0.3, -0.3], [0.4, -0.6, -0.6], [0.0, -0.2, -0.6], [0.1, 0.4, -0.1], [-0.3, 0.3, -0.1], [-0.1, 0.0, 0.0], [-0.4, -0.2, -0.1], [0.0, 0.6, 0.0], [-0.6, -0.1, 0.0], [0.0, -0.5, -0.5]]}

[2]
{"formula": "C42H48As2F4GeLaN4O12S2", "method": "the ωB97M-V functional and the def2-TZVPD basis", "fmax_ev_per_a": 5.5, "spin_multiplicity": 2, "homo_energy_ha": [-0.278, -0.278], "elements": ["La", "C", "N", "C", "C", "C", "N", "C", "C", "F", "C", "F", "C", "C", "F", "C", "F", "H", "H", "H", "H", "H", "H", "H", "H", "H", "H", "H", "N", "C", "N", "S", "H", "H", "H", "H", "C", "O", "C", "O", "C", "C", "As", "C", "C", "C", "As", "C", "C", "O", "O", "C", "C", "O", "O", "C", "C", "O", "O", "C", "H", "H", "H", "H", "H", "H", "H", "H", "H", "H", "H", "H", "H", "H", "H", "H", "H", "H", "C", "Ge", "C", "C", "C", "C", "C", "C", "C", "C", "C", "C", "C", "C", "C", "C", "C", "C", "H", "H", "H", "H", "H", "H", "H", "H", "H", "H", "H", "H", "H", "H", "H", "O", "S", "O", "O", "O"], "coordinates": [[7.9706, 15.1285, 11.8188], [6.3625, 18.0765, 12.1228], [6.7496, 17.2392, 11.0206], [5.4671, 16.7490, 10.2625], [7.5845, 17.9926, 10.1315], [8.2446, 17.1697, 8.9774], [8.5386, 15.8207, 9.4584], [9.2902, 15.0283, 8.6551], [9.7310, 13.7664, 9.1492], [9.3959, 13.5495, 10.4741], [10.3507, 12.7770, 8.4263], [10.7333, 11.6288, 8.9928], [10.5878, 12.9601, 7.0615], [10.2081, 14.1587, 6.5454], [10.5499, 14.5253, 5.2587], [9.4802, 15.1174, 7.2325], [8.9933, 16.1773, 6.5938], [5.5648, 18.8063, 11.9068], [7.2613, 18.6490, 12.3686], [5.9337, 17.6677, 13.0597], [4.8171, 17.5824, 9.9522], [4.8962, 16.1618, 10.9671], [5.7164, 16.1872, 9.4153], [8.3295, 18.5869, 10.6727], [6.9309, 18.6714, 9.6001], [9.2239, 17.6407, 8.5978], [7.4387, 17.0663, 8.2469], [11.1398, 12.2788, 6.4293], [7.3138, 16.1131, 15.4671], [7.6351, 15.0148, 16.2699], [7.2542, 13.8308, 15.7522], [8.5696, 15.1783, 17.6105], [6.3508, 15.9195, 15.0450], [7.3172, 16.9979, 15.9554], [6.5973, 13.8461, 14.9146], [7.3808, 13.0110, 16.3373], [7.8810, 10.5084, 14.3047], [9.2392, 10.9578, 14.3326], [9.4392, 12.1443, 13.9149], [8.6170, 12.8695, 13.3779], [10.8817, 12.6532, 14.0475], [11.9255, 12.0450, 13.4981], [13.7486, 12.8108, 13.2623], [14.0749, 12.0396, 11.4340], [13.0236, 14.4878, 12.5978], [12.1128, 15.1036, 13.3176], [10.9871, 14.4366, 14.8497], [12.4438, 14.1150, 16.1094], [11.3743, 16.3387, 12.7385], [10.2136, 16.1910, 12.3703], [12.0314, 17.4485, 12.5707], [13.2469, 17.8298, 13.3237], [13.4597, 14.9283, 11.2216], [14.6064, 15.0360, 10.9388], [12.4130, 15.1581, 10.4622], [12.7248, 15.6033, 9.0789], [11.9295, 10.6690, 12.8806], [12.8004, 9.8531, 13.1055], [10.8448, 10.4108, 12.2042], [10.8747, 9.2234, 11.4211], [7.9896, 9.4425, 14.0369], [7.4308, 11.0364, 13.4640], [7.3782, 10.6179, 15.3035], [14.3103, 11.0402, 11.4507], [15.0173, 12.5807, 11.2171], [13.2820, 12.2163, 10.6361], [13.1693, 13.2409, 15.9078], [11.9770, 13.9885, 17.1146], [13.0987, 15.0242, 16.2537], [13.1173, 17.5138, 14.3873], [13.3051, 18.9376, 13.2519], [14.1897, 17.3936, 12.9625], [11.8108, 15.6257, 8.5158], [13.4143, 14.9492, 8.5666], [13.0966, 16.6410, 9.1251], [9.8674, 9.0505, 11.0501], [11.1112, 8.3266, 12.0559], [11.5734, 9.4206, 10.5974], [8.2698, 21.1209, 15.6734], [9.4344, 20.7796, 14.0425], [11.0467, 19.9905, 15.1014], [12.2539, 20.6037, 15.5291], [13.0436, 20.0155, 16.5447], [12.8095, 18.7520, 17.0438], [11.6222, 18.0662, 16.5808], [10.7982, 18.6696, 15.6294], [10.4588, 22.5092, 13.7004], [9.9567, 23.7308, 14.1710], [10.4760, 25.0670, 13.8363], [11.3610, 25.0512, 12.8252], [11.8630, 23.8787, 12.1794], [12.9074, 23.9126, 11.2747], [13.2958, 22.7770, 10.6200], [12.8214, 21.5332, 11.0427], [11.8704, 21.3939, 11.9865], [11.3438, 22.5825, 12.6308], [7.1759, 21.1599, 15.4565], [8.5915, 22.0873, 16.1207], [8.4960, 20.2437, 16.3328], [12.6005, 21.5917, 15.2112], [13.8920, 20.6148, 16.9004], [13.6056, 18.2098, 17.5315], [11.4696, 17.0720, 16.9040], [10.0032, 18.0668, 15.2665], [9.2442, 23.6827, 14.9659], [10.1093, 25.9464, 14.1846], [11.7146, 25.9937, 12.4422], [13.3391, 24.8780, 11.0282], [14.1128, 22.8056, 9.8331], [13.1285, 20.6311, 10.4690], [11.6383, 20.4564, 12.4070], [3.9719, 14.3730, 11.5772], [5.2270, 14.0311, 12.1870], [5.8333, 15.2434, 12.9260], [6.2329, 13.8409, 11.0804], [5.3276, 12.9005, 13.1176]], "atomic_forces_ev_per_a": [[0.7, 0.0, 0.4], [-0.5, 1.6, 1.4], [-2.3, -1.5, -0.8], [0.6, 1.5, 2.1], [1.1, 0.6, -1.8], [0.2, -0.4, 0.8], [1.2, -0.2, 0.3], [-1.1, -1.0, -1.0], [-0.2, 0.4, 0.2], [0.5, -0.5, -0.2], [-0.2, 0.3, -0.7], [0.0, -0.2, 0.4], [0.7, -0.3, 0.4], [-0.4, 1.8, -1.4], [-0.4, -0.8, 0.9], [0.5, -0.2, 1.8], [0.0, 0.4, -0.7], [0.3, 0.1, -0.7], [-0.2, 0.1, 0.4], [0.6, -0.9, -0.8], [0.5, 0.2, 0.1], [-0.1, -0.1, -0.2], [0.6, -1.0, -1.1], [-0.1, -0.3, 0.1], [-0.1, 0.9, -0.1], [-1.8, -0.2, 0.3], [0.5, 0.5, -0.6], [0.0, -0.2, 0.3], [-2.4, -1.2, -0.6], [0.4, 0.2, -0.8], [-1.2, 0.7, -0.9], [0.4, 0.0, 0.7], [1.7, 0.7, 0.2], [0.2, -0.2, 0.2], [1.0, -0.6, 1.4], [-0.2, 0.3, -0.4], [-0.3, -1.2, -0.5], [0.0, -0.9, 1.6], [1.9, 2.2, -1.2], [0.0, 0.2, 0.0], [-0.8, -0.6, 0.0], [0.6, -0.4, -0.4], [-0.4, -0.8, -0.8], [-0.3, 2.9, -0.4], [0.2, -0.4, -0.2], [-2.0, 2.0, 0.1], [0.8, 0.3, -0.4], [1.7, -0.4, 1.3], [1.1, -2.2, 0.1], [0.4, 0.8, 0.3], [0.3, 1.1, -0.1], [-0.2, -0.1, 0.9], [-0.7, -0.1, 1.9], [1.5, 0.3, -0.8], [-0.3, 0.3, -2.0], [0.0, 0.8, 0.8], [0.3, -0.5, 1.8], [-0.1, 0.7, -0.3], [-0.9, 0.4, -0.8], [-0.1, -1.2, 0.3], [-0.4, 0.4, 0.4], [-0.8, -0.1, 0.5], [0.5, 0.1, -1.1], [0.4, -2.4, 0.4], [-0.6, -0.2, -0.5], [0.9, 0.1, 1.1], [-1.4, 1.3, 0.2], [0.2, -0.2, -0.7], [-0.8, -0.7, -0.5], [0.0, 0.4, -0.8], [-0.2, -0.9, 0.1], [-0.6, -0.1, -0.4], [-0.6, -0.2, 0.2], [0.4, -0.2, 0.3], [0.1, -0.6, 0.1], [0.0, 0.4, -0.2], [0.3, 1.0, -0.7], [-0.2, -0.6, 0.2], [-0.6, -0.5, -0.3], [2.4, 1.4, 2.2], [0.0, -1.7, 0.2], [-1.0, -0.1, 0.7], [0.3, 0.6, -0.6], [-1.6, -0.8, -1.6], [1.9, 1.9, -0.3], [1.4, 1.1, 0.6], [-2.9, 1.5, -0.4], [1.1, 0.5, 0.7], [-0.1, -5.3, -1.3], [1.1, 0.4, -1.1], [-1.4, -1.4, 2.4], [0.2, 0.4, -1.4], [1.8, 0.3, -0.7], [0.1, -1.5, -2.0], [-0.2, 2.5, 1.3], [2.3, 0.1, -1.8], [0.9, 0.0, 0.2], [-0.1, -0.8, -0.2], [-0.3, 1.0, -0.4], [-0.5, -0.3, -0.2], [-0.2, -0.5, -0.2], [-0.3, 0.1, 0.8], [-0.4, -0.9, 0.3], [-1.0, -0.2, -0.3], [-0.6, 0.1, 0.3], [-1.1, 2.2, 1.4], [0.3, 0.3, -0.1], [0.0, -0.1, -0.1], [-1.2, 0.1, 1.1], [0.1, 0.7, 0.6], [-0.5, -1.1, 0.1], [-0.4, -0.3, 0.7], [0.1, -0.7, 1.0], [-0.1, -0.1, 0.3], [0.5, -0.7, -0.7], [-0.6, 0.6, -0.5]]}